Record 1
55
Properties=species:S:1:pos:R:3:lowdin_charge:R:1 method="wB97M-V/def2-TZVPD" spin_multiplicity=1 homo_ev=-7.645 homo_lumo_gap_ha=0.2853 e_above_lowest_kcal_mol=0.0 total_charge=0 smiles="CCOc1ccc(NC(=O)COC(=O)Cc2ccc(S(=O)(=O)N3CCOCC3)s2)cc1"
C -2.965 -3.756 1.058 -0.059
C -1.785 -4.697 0.843 -0.238
O -0.966 -4.324 -0.248 -0.045
C -0.010 -3.378 -0.099 -0.284
C 0.273 -2.676 1.070 -0.027
C 1.340 -1.798 1.107 -0.029
C 2.146 -1.598 -0.007 -0.227
N 3.229 -0.709 0.121 0.151
C 4.136 -0.343 -0.810 -0.439
O 4.232 -0.780 -1.935 0.080
C 5.055 0.794 -0.310 -0.040
O 4.277 1.991 -0.233 0.025
C 3.574 2.206 0.873 -0.509
O 3.695 1.583 1.897 0.105
C 2.485 3.234 0.615 -0.072
C 1.386 2.375 0.073 -0.494
C 1.280 1.874 -1.194 -0.095
C 0.212 0.967 -1.336 -0.121
C -0.459 0.772 -0.168 -0.591
S -1.926 -0.183 0.087 0.600
O -2.013 -1.166 -0.943 -0.249
O -1.978 -0.578 1.462 -0.295
N -3.171 0.890 -0.154 -0.237
C -3.348 1.368 -1.506 -0.169
C -4.742 1.995 -1.608 -0.181
O -4.905 3.020 -0.656 -0.125
C -4.736 2.532 0.655 -0.181
C -3.340 1.930 0.835 -0.182
S 0.182 1.699 1.126 1.120
C 1.843 -2.267 -1.190 -0.006
C 0.780 -3.141 -1.227 0.009
H -2.628 -2.760 1.332 0.034
H -3.535 -3.674 0.136 0.082
H -3.605 -4.149 1.843 0.078
H -1.187 -4.791 1.758 0.117
H -2.152 -5.693 0.570 0.122
H -0.329 -2.792 1.956 0.109
H 1.552 -1.262 2.023 0.119
H 3.313 -0.299 1.044 0.121
H 5.834 0.981 -1.049 0.137
H 5.489 0.561 0.667 0.134
H 2.817 3.960 -0.125 0.133
H 2.191 3.717 1.544 0.125
H 1.947 2.141 -1.994 0.128
H -0.045 0.451 -2.242 0.125
H -3.248 0.511 -2.170 0.124
H -2.587 2.124 -1.758 0.133
H -4.887 2.458 -2.585 0.130
H -5.499 1.213 -1.452 0.132
H -4.878 3.386 1.319 0.130
H -5.490 1.763 0.871 0.132
H -3.228 1.471 1.817 0.122
H -2.585 2.723 0.709 0.117
H 2.451 -2.109 -2.065 0.102
H 0.541 -3.674 -2.134 0.122

Record 2
59
Properties=species:S:1:pos:R:3:lowdin_charge:R:1 method="wB97M-V/def2-TZVPD" spin_multiplicity=2 s2=0.80 homo_ev="-17.562 / -17.604" homo_lumo_gap_ha="0.2394 / 0.2469" e_above_lowest_kcal_mol=0.0 total_charge=+3
Re -0.346 0.290 -0.015 1.322
C -1.115 5.282 -1.487 0.030
N 0.012 4.392 -1.826 -0.084
C 0.934 4.631 -2.826 0.037
C 1.785 3.595 -2.847 0.028
N 1.379 2.710 -1.838 0.028
C 0.280 3.229 -1.242 -0.597
S -0.755 2.545 -0.032 0.724
C 2.114 1.545 -1.508 -0.202
C 3.468 1.544 -1.788 0.049
C 4.205 0.384 -1.627 0.044
C 3.564 -0.762 -1.179 0.010
C 2.239 -0.674 -0.850 -0.093
N 1.495 0.462 -0.981 -0.047
H -1.016 6.182 -2.085 0.113
H -1.070 5.541 -0.433 0.106
H -2.053 4.785 -1.720 0.108
H 0.891 5.513 -3.443 0.159
H 2.611 3.390 -3.504 0.146
H 3.950 2.449 -2.124 0.136
H 5.265 0.382 -1.847 0.148
H 4.087 -1.700 -1.054 0.142
H 1.717 -1.527 -0.441 0.116
C 2.354 1.199 2.234 -0.160
Si 0.948 0.383 3.126 0.509
C -0.111 1.628 3.991 -0.143
C 1.455 -1.116 4.071 -0.140
N -0.128 -0.306 1.710 -0.185
C -1.223 -1.175 1.859 -0.255
C -1.998 -1.322 3.023 0.017
C -3.041 -2.214 3.023 0.003
C -3.362 -2.958 1.878 0.025
C -2.642 -2.831 0.706 0.042
C -1.581 -1.955 0.717 -0.191
O -0.751 -1.697 -0.380 -0.218
C -0.757 -2.528 -1.568 -0.260
C -0.276 -3.813 -1.450 0.001
C -0.246 -4.575 -2.612 -0.017
C -0.676 -4.034 -3.818 -0.025
C -1.153 -2.733 -3.883 -0.027
C -1.206 -1.952 -2.732 -0.011
H 3.078 1.482 3.005 0.066
H 2.059 2.122 1.725 0.031
H 2.886 0.545 1.539 0.025
H 0.546 2.215 4.643 0.064
H -0.892 1.213 4.626 0.043
H -0.570 2.330 3.290 0.034
H 2.158 -0.799 4.849 0.064
H 1.974 -1.840 3.440 0.051
H 0.632 -1.625 4.574 0.046
H -1.770 -0.744 3.907 0.114
H -3.634 -2.344 3.919 0.139
H -4.197 -3.647 1.913 0.142
H -2.884 -3.398 -0.181 0.146
H 0.053 -4.214 -0.501 0.139
H 0.116 -5.594 -2.571 0.131
H -0.650 -4.640 -4.714 0.130
H -1.506 -2.327 -4.821 0.128
H -1.637 -0.957 -2.733 0.117

Record 3
15
Properties=species:S:1:pos:R:3:lowdin_charge:R:1 method="wB97M-V/def2-TZVPD" spin_multiplicity=1 homo_ev="-7.745 / -7.750" homo_lumo_gap_ha="0.2909 / 0.2909" e_above_lowest_kcal_mol=77.4 total_charge=0
H -0.313 2.182 0.183 0.018
N 0.525 1.740 0.593 0.079
C 0.813 0.591 0.015 -0.469
N 2.125 0.302 -0.259 0.123
C -0.282 -0.397 -0.011 -0.279
C -0.022 -1.858 0.211 -0.055
N -1.514 0.076 0.266 -0.024
N -1.971 1.150 -0.377 -0.020
H 2.438 -0.638 -0.058 0.079
H 2.755 0.990 0.141 0.098
H -0.870 -2.468 -0.119 0.075
H 0.143 -2.046 1.277 0.085
H 0.860 -2.183 -0.347 0.068
H -2.940 1.360 -0.138 0.103
H -1.748 1.199 -1.377 0.120

Record 4
20
Properties=species:S:1:pos:R:3:lowdin_charge:R:1 method="wB97M-V/def2-TZVPD" spin_multiplicity=1 homo_ev=-8.422 homo_lumo_gap_ha=0.3322 e_above_lowest_kcal_mol=65.2 total_charge=0 smiles="CC(C)=CN.O.O"
C 1.610 1.098 -0.929 -0.056
C 0.502 1.623 0.055 -0.383
C 0.203 2.992 -0.129 -0.124
C -0.134 0.821 0.916 -0.124
N 0.413 -0.428 1.595 -0.008
H 2.466 1.109 -0.341 0.041
H 1.450 0.233 -1.619 0.088
H 1.899 1.806 -1.752 0.080
H 1.158 3.602 0.076 0.119
H -0.106 3.357 -1.201 0.120
H -0.531 3.360 0.556 0.062
H -1.168 1.002 1.037 0.087
H 0.587 -0.349 2.611 0.069
H 1.037 -1.058 1.041 0.077
O -2.244 -2.913 0.966 -0.150
H -1.543 -2.226 1.325 0.058
H -2.075 -3.605 1.690 0.062
O -1.097 -3.469 -2.337 -0.090
H -1.118 -4.269 -1.697 0.084
H -1.309 -2.687 -1.865 -0.012

Record 5
7
Properties=species:S:1:pos:R:3:lowdin_charge:R:1 method="wB97M-V/def2-TZVPD" spin_multiplicity=1 homo_ev="-12.333 / -11.106" homo_lumo_gap_ha="0.3366 / 0.2521" e_above_lowest_kcal_mol=63.6 total_charge=0
C -0.521 -0.825 1.424 -0.439
N -1.080 -0.422 2.368 0.248
O 1.759 0.216 -1.967 -0.251
O 0.436 1.824 -0.558 -0.256
O 0.033 -1.298 0.466 0.092
F -0.722 0.311 -2.156 -0.216
S 0.608 0.580 -1.223 0.822

Record 6
15
Properties=species:S:1:pos:R:3:lowdin_charge:R:1 method="wB97M-V/def2-TZVPD" spin_multiplicity=1 homo_ev=-7.837 homo_lumo_gap_ha=0.3240 e_above_lowest_kcal_mol=97.1 total_charge=0
C -2.038 -1.128 -0.025 -0.020
C -0.894 -0.195 0.055 -0.268
C 0.474 1.765 -0.122 -0.008
C 1.134 0.593 -0.193 -0.215
C 2.337 -0.311 0.117 -0.091
C 0.445 -0.573 -0.044 -0.248
H -1.545 -2.084 -0.201 0.092
H -2.612 -0.851 -0.938 0.093
H -2.786 -1.046 0.715 0.055
H -1.628 1.627 0.532 0.190
H 0.469 2.900 -0.275 0.133
H 2.788 0.031 1.182 0.163
H 3.201 -0.374 -0.668 0.133
N -0.826 1.156 -0.021 -0.007
O 1.481 -1.511 -0.115 -0.003

Record 7
45
Properties=species:S:1:pos:R:3:lowdin_charge:R:1 method="wB97M-V/def2-TZVPD" spin_multiplicity=1 homo_ev=-23.396 homo_lumo_gap_ha=0.2310 e_above_lowest_kcal_mol=0.0 total_charge=+4
Ru -0.484 -0.058 0.093 1.710
C -1.007 1.995 -2.077 0.091
O -1.498 1.260 -0.845 -0.346
C -3.015 1.088 -0.822 -0.011
C -3.275 -0.392 -0.856 -0.064
O -2.382 -0.994 0.133 -0.259
C -2.914 -1.079 1.490 -0.072
C -1.720 -1.390 2.341 -0.006
O -0.647 -0.375 1.956 -0.356
C -0.175 0.516 3.091 0.112
H -1.428 2.997 -2.015 0.140
H -1.376 1.443 -2.939 0.132
H 0.077 2.013 -2.036 0.092
H -3.410 1.621 -1.686 0.166
H -3.331 1.585 0.094 0.156
H -3.029 -0.852 -1.812 0.159
H -4.315 -0.621 -0.615 0.178
H -3.643 -1.892 1.544 0.182
H -3.395 -0.138 1.767 0.158
H -1.276 -2.361 2.127 0.161
H -1.903 -1.278 3.409 0.169
H 0.136 -0.160 3.885 0.136
H -1.020 1.136 3.382 0.132
H 0.660 1.094 2.713 0.095
C 0.863 -2.595 -2.958 0.088
C 1.030 -1.962 -1.629 -0.307
O -0.076 -1.415 -1.099 -0.111
N 2.144 -1.969 -0.974 0.189
C 2.358 -1.381 0.355 -0.038
C 2.482 0.125 0.313 -0.218
C 3.706 0.747 0.450 0.066
C 3.784 2.137 0.451 0.075
C 2.613 2.875 0.330 0.044
C 1.416 2.204 0.194 -0.090
N 1.340 0.851 0.166 -0.066
H -0.166 -2.528 -3.301 0.117
H 1.150 -3.651 -2.892 0.144
H 1.528 -2.115 -3.683 0.140
H 2.930 -2.449 -1.415 0.216
H 3.268 -1.817 0.764 0.165
H 1.547 -1.711 1.014 0.131
H 4.603 0.150 0.570 0.155
H 4.742 2.633 0.558 0.160
H 2.624 3.958 0.346 0.154
H 0.484 2.753 0.118 0.127

Record 8
40
Properties=species:S:1:pos:R:3:lowdin_charge:R:1 method="wB97M-V/def2-TZVPD" spin_multiplicity=1 homo_ev=-8.369 homo_lumo_gap_ha=0.3147 e_above_lowest_kcal_mol=298.4 total_charge=0
C -3.722 0.187 1.625 0.037
H -3.369 1.234 1.492 0.087
H -4.595 0.176 1.971 -0.033
H -2.994 -0.342 2.156 0.029
C -3.763 -0.603 -0.011 -0.241
C -4.902 0.172 -0.669 -0.058
H -4.983 -0.319 -1.542 0.031
H -5.846 0.185 -0.378 0.022
H -4.682 1.343 -0.930 0.156
H -4.015 -1.532 0.220 0.085
C -2.462 -0.166 -0.522 -0.385
C -1.895 1.093 -0.567 0.046
C -0.469 1.002 -0.321 -0.291
O 0.445 0.278 -0.016 0.080
C -0.018 -1.124 -0.570 -0.174
O 0.775 -2.089 0.213 -0.103
C 2.224 -2.165 -0.325 -0.043
C 3.012 -1.067 0.492 -0.083
C 4.501 -0.632 -0.320 -0.101
H 5.038 -1.540 0.000 0.099
H 4.210 -0.594 -1.420 0.126
C 4.929 0.618 0.474 -0.283
O 4.419 1.821 -0.060 -0.112
H 3.410 1.681 0.206 0.109
H 6.082 0.771 -0.262 0.192
H 5.129 0.492 1.408 0.040
H 2.497 -0.268 0.491 -0.003
H 3.239 -1.236 1.389 0.033
H 2.113 -1.774 -1.332 0.114
H 2.606 -3.060 -0.196 0.063
C -1.414 -1.271 0.007 -0.041
H -1.729 -2.426 -0.337 0.196
H -1.371 -1.263 1.164 0.153
H -0.003 -1.266 -1.576 0.135
C 0.048 2.479 -0.091 -0.210
O -0.519 3.765 -0.141 -0.087
O 1.431 2.544 -0.059 -0.007
H 1.738 3.467 0.438 0.223
H -2.425 1.912 -0.595 0.067
H -2.672 -0.484 -1.505 0.133